{"formula": "C18H20BrNO3S", "method": "ωB97M-V with the def2-TZVPD basis set", "total_energy_ev": -107501.365, "smiles": "Cc1cccc(CCNC(=O)CCS(=O)(=O)c2ccc(Br)cc2)c1", "molar_mass_da": 410.3, "relative_energy_kj_mol": 25.56, "gap_ev": 9.346, "species": ["C", "C", "C", "C", "C", "C", "C", "C", "N", "C", "O", "C", "C", "S", "O", "O", "C", "C", "C", "C", "Br", "C", "C", "C", "H", "H", "H", "H", "H", "H", "H", "H", "H", "H", "H", "H", "H", "H", "H", "H", "H", "H", "H", "H"], "xyz": [[-3.897652, -4.206079, 1.253906], [-2.919503, -3.293578, 0.577151], [-3.357514, -2.250024, -0.226099], [-2.444993, -1.426063, -0.862312], [-1.087178, -1.629323, -0.700192], [-0.628135, -2.673635, 0.096247], [0.848977, -2.888767, 0.280371], [1.592883, -3.047861, -1.059608], [2.864057, -2.352144, -1.063363], [2.911182, -1.020981, -1.249644], [1.949284, -0.355953, -1.588920], [4.284581, -0.382735, -1.066987], [4.061137, 1.044532, -0.616323], [3.017976, 0.986851, 0.897109], [3.034252, -0.366227, 1.399432], [3.494333, 2.016880, 1.783189], [1.310347, 1.396836, 0.499382], [0.986948, 2.399816, -0.392902], [-0.344581, 2.693848, -0.630928], [-1.323150, 1.986232, 0.049011], [-3.145785, 2.375239, -0.288993], [-1.003769, 1.004777, 0.971736], [0.330438, 0.713747, 1.193013], [-1.552154, -3.494482, 0.724306], [-3.512657, -4.545725, 2.212978], [-4.850051, -3.705770, 1.411972], [-4.076851, -5.085135, 0.633721], [-4.416742, -2.078946, -0.353198], [-2.799435, -0.617943, -1.485534], [-0.377495, -0.973052, -1.182273], [1.273909, -2.016998, 0.785864], [1.024154, -3.758216, 0.916161], [1.776776, -4.099027, -1.287488], [0.996258, -2.613606, -1.864066], [3.633343, -2.797452, -0.589062], [4.822685, -0.410380, -2.018087], [4.855848, -0.927384, -0.316177], [3.513744, 1.610434, -1.363238], [4.973543, 1.559431, -0.331329], [1.759346, 2.953276, -0.902318], [-0.620692, 3.462452, -1.336583], [-1.779807, 0.471167, 1.497851], [0.622227, -0.046373, 1.899346], [-1.204562, -4.307633, 1.347364]], "atomic_forces_ev_per_a": [[0.01, -0.05, -0.07], [-0.05, 0.04, 0.03], [0.01, -0.04, 0.05], [0.00, 0.00, -0.09], [-0.05, -0.07, -0.09], [0.00, -0.12, 0.06], [-0.02, 0.11, -0.13], [-0.14, 0.11, -0.01], [0.14, -0.40, -0.01], [0.66, -0.40, -0.28], [-0.21, 0.08, -0.19], [-0.25, -0.01, -0.01], [-0.64, -0.20, 0.41], [0.09, 0.70, 0.44], [-0.08, -0.25, -0.18], [0.09, 0.29, -0.18], [0.46, -0.12, 0.02], [-0.01, 0.07, -0.02], [0.04, -0.01, 0.00], [-0.09, -0.02, 0.07], [0.02, 0.00, 0.00], [0.00, 0.24, -0.02], [0.16, -0.07, 0.08], [-0.06, 0.09, -0.05], [-0.03, -0.04, 0.08], [-0.08, -0.01, 0.05], [-0.07, -0.08, 0.03], [-0.13, 0.01, 0.00], [-0.01, 0.10, -0.04], [0.10, 0.07, -0.07], [0.02, -0.08, 0.02], [0.02, 0.04, 0.05], [-0.05, 0.07, -0.05], [0.07, -0.15, 0.06], [0.03, 0.16, -0.05], [-0.02, 0.01, 0.05], [0.05, -0.03, -0.09], [0.02, 0.09, -0.06], [-0.04, 0.07, 0.14], [0.07, 0.08, -0.11], [-0.01, 0.04, -0.03], [-0.04, -0.04, 0.01], [-0.04, -0.15, 0.08], [0.06, -0.09, 0.08]]}